{
  "formula": "C4H10N2O2",
  "method": "ωB97M-V/def2-TZVPD",
  "total_energy_ev": -11384.17461,
  "relative_energy_ev": 2.7282,
  "gap_ev": 9.4233,
  "lumo_ev": 0.600,
  "species": ["C", "C", "O", "O", "H", "H", "H", "H", "C", "C", "N", "N", "H", "H", "H", "H", "H", "H"],
  "positions_angstrom": [[0.01, 0.40, -2.51], [0.58, -0.12, -1.21], [0.68, 1.31, -0.19], [1.59, -0.79, -1.17], [1.61, 1.42, 0.05], [0.83, 0.65, -3.17], [-0.57, -0.41, -2.97], [-0.64, 1.26, -2.37], [0.68, -0.89, 1.76], [-0.49, -0.31, 1.02], [-0.73, -0.69, -0.23], [-1.43, 0.31, 1.76], [-2.19, 0.79, 1.31], [-1.61, -0.33, -0.59], [-1.22, 0.54, 2.72], [1.45, -1.17, 1.05], [1.07, -0.18, 2.48], [0.35, -1.80, 2.27]],
  "lowdin_charge": [-0.0236, -0.5590, -0.1814, -0.0051, 0.0387, 0.0889, 0.0836, 0.0722, 0.0001, -0.4321, 0.1292, 0.1810, 0.1196, 0.1070, 0.1150, 0.0765, 0.0905, 0.0989]
}